This record from OMol25 describes a molecular structure, C11H14CsN6O4 at a distorted geometry. The level of theory is the ωB97M-V functional and the def2-TZVPD basis.

Each line ends with the Löwdin charge.
Atoms and positions in Å:
1 Cs 0.1546 0.4930 2.5928  1.2865
2 O 1.1730 -4.0267 2.2776  -0.0272
3 C 0.7400 -2.9094 2.5922  -0.6895
4 O 1.3339 -1.8148 2.7784  -0.3280
5 C -0.7941 -2.8215 2.8265  -0.2030
6 C -1.4884 -3.9107 3.3431  -0.0234
7 C -2.8435 -3.7714 3.6013  -0.0714
8 C -3.4606 -2.5602 3.3231  -0.0231
9 C -2.6935 -1.5258 2.8040  -0.2016
10 N -1.3889 -1.6589 2.5642  -0.0482
11 C -3.3215 -0.1290 2.5661  -0.6873
12 O -4.5496 -0.0916 2.4034  -0.0306
13 O -2.4842 0.8108 2.6109  -0.3041
14 H -0.9507 -4.8314 3.5221  0.1061
15 H -3.4119 -4.5948 4.0187  0.0942
16 H -4.5146 -2.3856 3.4920  0.1059
17 C 2.9810 3.4946 -2.1833  -0.0866
18 N 1.8773 2.5794 -2.3922  -0.2029
19 C 0.8715 3.1099 -3.3159  -0.0599
20 C 1.4125 1.9002 -1.2568  -0.4630
21 N 1.7930 2.0968 -0.0527  0.1318
22 N 0.4638 0.9154 -1.5069  0.1297
23 C 0.4825 -0.0765 -2.4932  -0.5369
24 N 1.4039 0.0750 -3.5213  0.1288
25 N -0.3816 -1.0027 -2.3933  0.1262
26 H 3.3482 3.8019 -3.1625  0.0850
27 H 3.7866 2.9900 -1.6517  0.0920
28 H 2.6956 4.3979 -1.6292  0.0907
29 H 0.4815 4.0714 -2.9623  0.0919
30 H 0.0456 2.4153 -3.4171  0.0793
31 H 1.3302 3.2529 -4.2948  0.0850
32 H 2.3618 2.9319 0.0139  0.0287
33 H 0.0086 0.5920 -0.6662  0.1204
34 H 2.1986 0.6655 -3.3235  0.0749
35 H 1.6368 -0.7897 -3.9784  0.0921
36 H -0.2977 -1.6936 -3.1291  0.0377

Net charge = -1
DFT total energy = -29316.130 eV
Energy above the lowest of the compared OMol25 structures with the same formula, charge and spin = 26.1 kJ/mol
Gap between HOMO and LUMO = 6.859 eV
Highest occupied orbital energy = -4.97 eV

***

This record from OMol25 describes a molecular structure, C11H14GaO10P2. The level of theory is the ωB97M-V functional and the def2-TZVPD basis.

Each line ends with the Löwdin charge.
Atoms and positions in Å:
1 Ga 0.4589 -0.0582 0.4739  0.3504
2 C -2.0482 2.7056 2.3986  0.0218
3 C -1.6022 1.4122 1.7942  -0.2717
4 O -0.3951 1.3917 1.4165  0.0193
5 C -2.4953 0.2878 1.6778  -0.0830
6 C -3.8338 0.4450 2.1179  -0.0141
7 C -4.7353 -0.5790 2.0576  -0.0560
8 C -4.3157 -1.8204 1.5551  -0.0292
9 C -3.0278 -2.0166 1.1237  0.0143
10 C -2.0950 -0.9742 1.1681  -0.2596
11 O -0.8753 -1.2557 0.7286  -0.0073
12 H -1.2204 3.4073 2.3893  0.1000
13 H -2.3893 2.5480 3.4227  0.1092
14 H -2.8833 3.1188 1.8319  0.1085
15 H -4.1506 1.3999 2.5127  0.1134
16 H -5.7516 -0.4373 2.3959  0.1145
17 H -5.0189 -2.6426 1.5053  0.1206
18 H -2.6960 -2.9715 0.7402  0.1303
19 C 1.6349 -1.3690 -3.0559  -0.0332
20 C 2.5620 -0.3592 -2.3800  -0.5851
21 O 3.7748 -0.1618 -3.0967  -0.0320
22 P 3.1378 -0.9498 -0.7572  0.5329
23 O 4.0790 0.1463 -0.1850  -0.0734
24 O 3.9366 -2.2822 -0.9010  -0.0198
25 O 1.9298 -1.2534 0.1143  -0.2026
26 P 1.7377 1.2472 -2.0040  0.4037
27 O 1.2279 1.7111 -3.4255  -0.0645
28 O 2.7137 2.1549 -1.3478  -0.2513
29 O 0.5107 0.8274 -1.1677  -0.1921
30 H 2.1620 -2.3094 -3.2135  0.0977
31 H 1.3253 -0.9739 -4.0243  0.0973
32 H 0.7369 -1.5597 -2.4716  0.0883
33 H 3.5767 0.1614 -3.9858  0.1178
34 H 3.7989 1.0604 -0.4893  0.0803
35 H 4.8097 -2.2034 -1.3060  0.1260
36 H 1.3096 2.6585 -3.5864  0.1115
37 O 2.3253 -0.4940 3.4113  0.2092
38 C 1.7855 -0.0122 2.5625  0.1078

Net charge = +1
DFT total energy = -103065.138 eV
Energy above the lowest of the compared OMol25 structures with the same formula, charge and spin = 0.0 kJ/mol
Gap between HOMO and LUMO = 8.323 eV
Highest occupied orbital energy = -11.95 eV